Entry 1:
ORCA calculation (ωB97M-V/def2-TZVPD) on one molecule with the formula C3H8N2O at a distorted geometry.

Atoms and positions in Å:
C -1.85910 -0.52810 -0.70145
C -1.20840 -0.07592 0.66030
C 0.99488 -0.67750 0.34554
H -1.11291 -0.53776 -1.56757
H -2.58313 0.21923 -0.99082
H -2.41432 -1.36603 -0.60584
H -1.87944 0.58961 1.12118
H -1.29875 -0.95367 1.38942
H 1.34790 1.54365 -0.62754
H -0.05434 2.38312 -0.18191
H 0.79503 -1.53522 1.06219
N 0.17209 0.42958 0.56442
N 0.44124 1.49259 -0.25811
O 1.91779 -0.76363 -0.44620

Calculated values
charge = 0
HOMO energy = -0.30162 Ha
ΔE to the lowest compared entry with this formula, charge and spin = 270.92 kJ/mol
SMILES string = CCN(N)C=O
molar mass = 88.11 g/mol

---

Entry 2:
ORCA calculation (ωB97M-V/def2-TZVPD) on C7H11B3Cl12FO4PS as an isolated structure at a distorted geometry.

Atoms and positions in Å:
C -0.51570 -0.88173 -0.14871
B 0.82422 -1.44161 0.38906
O 1.45098 -2.52212 -0.23734
B 2.68788 -2.10348 -0.63284
C 3.23786 -2.41201 -2.07201
C 2.38600 -1.81425 -3.13597
O 2.08601 -2.31606 -4.18288
F 1.97257 -0.58005 -2.80145
O 3.47507 -1.39194 0.26622
B 2.77937 -0.61680 1.16072
P 3.75560 0.83183 2.02382
S 2.72142 2.46598 2.30494
O 1.48340 -0.83688 1.46166
H -0.87432 -1.48553 -0.96164
H -1.26210 -0.76653 0.61725
H -0.29993 0.09564 -0.56937
H 3.31929 -3.46800 -2.25118
H 4.22966 -2.00493 -2.20113
H 4.30152 0.29519 3.20958
H 4.87176 1.08715 1.20516
C 2.53837 5.13577 -1.32955
Cl 3.02592 5.46324 -2.99646
Cl 2.55329 3.40806 -0.99073
Cl 3.57397 6.00201 -0.19521
H 1.52662 5.49308 -1.20075
C -2.99247 2.11088 2.13464
Cl -3.33588 1.95008 0.40677
Cl -3.78376 0.82323 3.04359
Cl -1.25623 2.11340 2.43709
H -3.39401 3.05803 2.46614
C -4.47908 -3.20319 4.38235
Cl -3.60998 -3.60417 5.86349
Cl -5.66736 -1.93215 4.67906
Cl -3.35990 -2.72281 3.10817
H -5.00705 -4.08654 4.05244
C -3.90142 -0.05051 -3.87681
Cl -3.06648 -1.57924 -3.59532
Cl -3.75619 1.01562 -2.47651
Cl -3.28890 0.73662 -5.33003
H -4.95000 -0.26523 -4.02630

Calculated values
charge = 0
HOMO energy = -0.31458 Ha
molar mass = 699.07 g/mol

---

Entry 3:
ORCA calculation (ωB97M-V/def2-TZVPD) on a 7-piece molecular cluster, C14H28O28S7 overall at a distorted geometry.

Atoms and positions in Å:
C -0.55819 0.08264 0.44640
C -1.73072 0.99179 0.14069
O -2.93251 0.24236 0.28615
S -2.56874 -1.35140 0.14393
O -3.14470 -1.92881 -1.05829
O -2.65529 -2.08170 1.40425
O -0.94282 -1.13425 -0.11842
H -0.49739 -0.21829 1.49227
H 0.42218 0.40088 0.09184
H -1.63664 1.38355 -0.87211
H -1.67129 1.90082 0.73922
C 8.20939 0.64771 -4.92273
C 7.67146 -0.06940 -3.70739
O 7.24588 0.96104 -2.84959
S 6.60931 2.28593 -3.65984
O 7.33830 3.49559 -3.22160
O 5.13748 2.20561 -3.64109
O 7.20529 1.63938 -5.02828
H 8.33168 0.02976 -5.81227
H 9.21112 1.02538 -4.71780
H 8.42992 -0.61461 -3.14561
H 6.77042 -0.64091 -3.93008
C -2.95977 0.65530 8.90944
C -2.01299 0.25095 7.70952
O -2.37292 1.15973 6.69557
S -3.91619 1.81303 6.80965
O -4.90422 0.83309 6.43443
O -3.87853 3.19866 6.27466
O -3.63413 1.83186 8.47121
H -2.46541 0.82978 9.86509
H -3.61462 -0.18625 9.13540
H -2.25474 -0.72686 7.29294
H -0.94923 0.14073 7.92014
C 4.94761 -5.18023 3.22086
C 4.54918 -3.70840 3.39783
O 3.28431 -3.76225 4.03174
S 3.27121 -4.85489 5.25297
O 1.88584 -5.27928 5.47092
O 4.07238 -4.33422 6.38339
O 4.14069 -5.86902 4.17928
H 6.01704 -5.37300 3.30599
H 4.70085 -5.65765 2.27255
H 4.41421 -3.17565 2.45653
H 5.20183 -3.14188 4.06206
C -1.88148 0.18522 -8.87756
C -1.54715 0.89604 -7.47238
O -0.46540 0.19245 -6.88572
S -0.09405 -1.24527 -7.70046
O -0.91969 -2.32698 -7.10895
O 1.35278 -1.41644 -7.84430
O -0.80244 -0.71477 -9.14541
H -2.24121 0.84399 -9.66795
H -2.81947 -0.34542 -8.71414
H -2.43546 0.90849 -6.84084
H -1.19531 1.92717 -7.50532
C -9.55524 -6.19015 5.01679
C -8.78386 -4.90048 4.74204
O -7.53984 -5.05730 5.41947
S -7.09274 -6.68483 5.52407
O -6.94649 -7.02237 6.94831
O -6.03059 -7.11705 4.54964
O -8.55867 -7.19775 4.97374
H -10.43272 -6.36416 4.39403
H -9.78110 -6.14096 6.08200
H -9.24470 -3.94407 4.98901
H -8.56025 -4.80593 3.67942
C 2.72866 8.41631 -6.11772
C 3.60645 9.13820 -5.20104
O 2.97810 9.03483 -3.92197
S 1.30347 8.98237 -4.02730
O 0.77189 10.32507 -4.14608
O 0.74542 8.02900 -3.11471
O 1.43101 8.32297 -5.53319
H 3.25827 7.49927 -6.37587
H 2.77173 8.98932 -7.04395
H 3.55638 10.20763 -5.40577
H 4.65708 8.85869 -5.27940

Calculated values
charge = 0
HOMO energy = -0.40488 Ha
ΔE to the lowest compared entry with this formula, charge and spin = 615.61 kJ/mol
SMILES string = O=S1(=O)OCCO1.O=S1(=O)OCCO1.O=S1(=O)OCCO1.O=S1(=O)OCCO1.O=S1(=O)OCCO1.O=S1(=O)OCCO1.O=S1(=O)OCCO1
molar mass = 868.82 g/mol

---

Entry 4:
ORCA calculation (ωB97M-V/def2-TZVPD) on C30H42FeIN4O as an isolated structure at a distorted geometry.

Atoms and positions in Å:
Fe -0.97256 -0.42969 0.68770
C -3.11970 2.17872 1.01355
C -2.92340 1.84406 2.48103
N -1.97585 0.72051 2.67397
C -2.49786 -0.26239 3.63166
C -1.65665 -1.52411 3.70633
N -1.46302 -2.10041 2.37857
C -0.75452 -3.39271 2.42723
C -0.33297 -3.84421 1.04043
C -1.52106 -3.95469 0.09756
N -1.97204 -2.61610 -0.34172
C -3.42461 -2.53465 -0.49223
C -3.87725 -1.10369 -0.71616
N -3.34094 -0.20950 0.30979
C -3.91645 1.14305 0.22934
H -2.14272 2.29375 0.55047
H -3.63896 3.13668 0.93109
H -3.88665 1.58626 2.93046
H -2.56469 2.73615 2.99910
H -1.10509 1.08936 3.04031
H -3.50879 -0.53596 3.31043
H -2.58971 0.15458 4.64043
H -2.15509 -2.22485 4.38664
H -0.67699 -1.30484 4.13558
H -2.38023 -2.27285 1.97486
H -1.38880 -4.16029 2.89023
H 0.12944 -3.27644 3.05337
H 0.17247 -4.80866 1.12088
H 0.37055 -3.12469 0.62068
H -2.35063 -4.44708 0.61396
H -1.25928 -4.58459 -0.75588
H -1.53958 -2.41459 -1.23554
H -3.88257 -2.91992 0.42551
H -3.79352 -3.15362 -1.31770
H -4.97301 -1.08070 -0.73893
H -3.51622 -0.75280 -1.68655
H -3.56901 -0.58795 1.22530
H -4.95960 1.13076 0.57098
H -3.91819 1.44715 -0.81842
I 1.38378 -0.26790 2.40580
C 2.70783 -0.63264 0.79676
C 4.04526 -0.61335 1.05307
C 4.94178 -0.85387 -0.00617
C 4.46440 -1.08151 -1.26367
C 3.07402 -1.10521 -1.52795
C 2.59044 -1.36302 -2.82963
C 1.24978 -1.42718 -3.06184
C 0.33636 -1.20782 -2.00708
C 0.73200 -0.93970 -0.71442
C 2.13436 -0.88884 -0.47049
H 4.42039 -0.43040 2.05108
H 6.00530 -0.86255 0.19461
H 5.14744 -1.27084 -2.08425
H 3.30460 -1.50866 -3.63203
H 0.87573 -1.64298 -4.05717
H -0.72185 -1.23430 -2.26282
C 5.14182 3.16627 -1.20445
C 3.66118 2.96252 -1.33193
C 2.81091 3.11849 -0.24108
C 1.45698 2.85145 -0.33035
C 0.58187 3.14797 0.85978
C 0.92543 2.41479 -1.56787
C -0.39149 1.82276 -1.69336
O -1.05224 1.31819 -0.79067
C 1.74465 2.41965 -2.71850
C 1.20230 2.15272 -4.10005
C 3.09877 2.65970 -2.56790
H 5.44805 3.21248 -0.16079
H 5.44286 4.09516 -1.69335
H 5.67628 2.35022 -1.69128
H 3.21634 3.45617 0.70663
H 1.18919 3.43113 1.71803
H -0.04087 2.30386 1.13453
H -0.08814 3.97878 0.62252
H -0.79576 1.76175 -2.71346
H 0.92642 1.10494 -4.22630
H 1.95964 2.39024 -4.84439
H 0.32555 2.76790 -4.30567
H 3.74436 2.60456 -3.43821

Calculated values
charge = +1
HOMO energy (spin up / spin down) = -0.37516 / -0.37548 Ha
ΔE to the lowest compared entry with this formula, charge and spin = 52.96 kJ/mol
2S+1 = 5
<S²> = 6.0103
molar mass = 657.44 g/mol

---

Entry 5:
ORCA calculation (ωB97M-V/def2-TZVPD) on F8N4O16S8V as an isolated structure at a distorted geometry.

Atoms and positions in Å:
V -11.87838 15.81082 16.29297
N -9.14681 14.49319 13.85469
S -8.75693 14.76338 12.48433
O -9.16411 13.90832 11.43534
O -7.49885 15.45150 12.30242
F -9.83939 16.01688 12.31757
S -7.94482 13.35429 14.05182
O -6.53573 13.66311 14.10675
O -8.30714 11.99532 13.73080
F -8.22885 13.16919 15.59493
N -14.98753 17.04456 14.34386
S -15.92831 18.46986 14.41752
O -17.25543 18.36282 15.00662
O -15.79433 19.42761 13.33438
F -15.05116 19.16462 15.59606
S -15.77167 16.47913 13.17050
O -15.45945 16.97581 11.85146
O -17.13831 16.07540 13.48708
F -14.89117 15.13047 13.09988
N -13.57524 12.98497 18.55835
S -14.75562 12.92414 19.88157
O -14.39648 12.23261 21.15505
O -16.16189 12.86347 19.48004
F -14.65438 14.45192 20.42073
S -13.91118 11.54564 18.31919
O -15.16083 11.26775 17.54379
O -13.35148 10.49537 19.18753
F -12.93212 11.46868 17.09023
N -9.83843 18.37781 18.41051
S -8.87692 19.80771 17.98260
O -7.51544 19.74434 17.45855
O -9.22691 21.00784 18.74902
F -9.64621 20.00659 16.60466
S -9.30724 18.35139 19.86843
O -10.12201 19.20366 20.73580
O -7.82716 18.15901 20.08531
F -9.83130 16.81924 20.27813

Calculated values
charge = -2
HOMO energy (spin up / spin down) = -0.23251 / -0.23648 Ha
2S+1 = 4
<S²> = 4.1325
molar mass = 771.48 g/mol

---

Entry 6:
ORCA calculation (ωB97M-V/def2-TZVPD) on a 8-piece molecular cluster, C24H42O24 overall at a distorted geometry.

Atoms and positions in Å:
C 0.28783 -2.71875 5.11293
C 1.24977 -1.82822 4.31582
O 0.28879 -1.02167 3.64648
C -0.88895 -1.11547 4.15271
O -1.83171 -0.32662 3.90256
O -0.89019 -2.01852 5.15892
H 0.53366 -2.79931 6.17179
H 0.10091 -3.73704 4.77198
H 1.95237 -2.50754 3.83316
H 1.83022 -1.19660 4.98830
C 1.66365 1.42692 -3.40943
C 1.36132 1.58455 -4.86525
O 2.51424 2.18311 -5.26835
C 3.08110 2.91345 -4.25883
O 3.94530 3.81956 -4.43283
O 2.56890 2.47330 -3.08398
H 2.10763 0.43147 -3.41574
H 0.73168 1.44393 -2.84441
H 0.53676 2.24404 -5.13599
H 1.18997 0.62646 -5.35597
C -0.75868 0.97474 0.72829
C 0.43215 0.08041 0.46861
O 1.58744 0.89065 0.88100
C 1.20326 2.19837 0.79824
O 1.83030 3.24200 0.78819
O -0.15655 2.25568 0.75117
H -1.32337 0.71701 1.62429
H -1.48335 1.04473 -0.08291
H 0.48063 -0.34662 -0.53309
H 0.54812 -0.72295 1.19611
C 5.10132 -0.72925 2.39236
O 4.74648 0.56051 1.94763
C 4.92397 0.99551 0.71239
O 5.22206 0.29898 -0.26874
O 4.69232 2.22420 0.68491
C 4.82521 3.00327 -0.52641
H 6.18019 -0.71625 2.54722
H 4.87627 -1.49321 1.64817
H 4.49887 -1.09359 3.22448
H 5.75148 2.68768 -1.00656
H 4.89678 4.06497 -0.29028
H 3.97514 2.87787 -1.19705
C -5.03044 0.13911 2.01933
O -4.22268 0.20617 0.80656
C -4.65554 0.76539 -0.32812
O -5.73959 1.25131 -0.55158
O -3.63050 0.73645 -1.30570
C -3.79900 1.29842 -2.61297
H -6.01656 -0.25055 1.76663
H -5.26759 1.10438 2.46666
H -4.62747 -0.46906 2.82917
H -4.79552 1.21236 -3.04613
H -3.10048 0.91465 -3.35655
H -3.56698 2.36083 -2.53837
C -2.42829 3.91666 2.42103
O -2.29067 5.14379 1.78914
C -3.28719 5.56768 0.89481
O -4.24465 4.88556 0.53877
O -3.01940 6.75752 0.36675
C -3.85018 7.53379 -0.42778
H -1.82752 3.83785 3.32710
H -2.26940 3.11745 1.69707
H -3.44514 3.73635 2.76972
H -4.75936 7.70860 0.14750
H -4.13235 7.02279 -1.34830
H -3.38448 8.45239 -0.78470
C 0.02076 -4.25772 -0.10702
O 1.15245 -3.45701 0.28763
C 2.14924 -3.87350 1.08010
O 3.29088 -3.41485 1.24323
O 1.85203 -5.13563 1.60897
C 2.75524 -5.87401 2.37286
H -0.54207 -4.64148 0.74389
H 0.31194 -5.10759 -0.72430
H -0.59756 -3.58499 -0.70133
H 2.58274 -5.58199 3.40875
H 3.80147 -5.88954 2.06746
H 2.37167 -6.87448 2.17282
C 0.09113 -5.33649 -3.67752
O 0.67901 -4.12224 -3.46912
C 0.00700 -2.95188 -3.20248
O 0.50380 -1.88963 -2.72355
O -1.29648 -3.08801 -3.70594
C -2.24504 -2.12608 -3.42054
H -0.44040 -5.35308 -4.62899
H -0.61000 -5.60177 -2.88621
H 0.91171 -6.02666 -3.87352
H -2.77902 -2.47456 -2.53650
H -3.07941 -2.06122 -4.11891
H -1.88336 -1.11724 -3.22173

Calculated values
charge = 0
HOMO energy = -0.35091 Ha
ΔE to the lowest compared entry with this formula, charge and spin = 466.73 kJ/mol
SMILES string = COC(=O)OC.COC(=O)OC.COC(=O)OC.COC(=O)OC.COC(=O)OC.O=C1OCCO1.O=C1OCCO1.O=C1OCCO1
molar mass = 714.58 g/mol

---

Total energy (Eh)
-303.7889, -7010.8335, -5443.8974, -3023.8369, -6350.9013, -2745.3368